Molecular formula: C5H13NS
Method: DFT, ωB97M-V/def2-TZVPD

Values from the calculation:
- SMILES = CSNC(C)(C)C
- ΔE to the lowest compared entry with this formula, charge and spin (eV) = 1.795
- LUMO (Ha) = 0.03549
- maximum force (eV/Å) = 3.6

Structure (XYZ):
```
20
Properties=species:S:1:pos:R:3:forces:R:3:nbo_charge:R:1
C 1.415853 1.271988 -0.473750 -1.4 -0.5 -1.1 -0.6372
C 0.493140 -0.825934 -1.386502 -0.6 -3.1 -1.7 -0.6430
C -0.980570 1.199474 -1.337973 0.4 0.6 -0.1 -0.6269
C -0.664726 -1.668441 2.694955 -1.0 -0.1 -0.3 -0.7725
C 0.114601 0.375126 -0.573548 0.4 1.5 0.3 0.0975
N -0.356131 0.023892 0.767510 0.3 -1.8 -1.6 -0.7990
S 0.650545 -1.174260 1.518437 -1.4 0.6 0.7 0.3475
H 2.055411 1.007487 -1.349313 0.0 0.4 1.1 0.2096
H 0.958027 2.232654 -0.691284 0.9 0.7 0.5 0.2021
H 1.839596 1.165948 0.539042 0.2 0.2 -0.8 0.2255
H -0.152290 -1.792327 -1.221474 1.0 1.9 0.0 0.2271
H 1.563480 -1.177489 -1.289737 -1.2 0.6 0.1 0.2221
H 0.314112 -0.576862 -2.477814 0.5 -0.2 1.1 0.2175
H -1.862764 0.536598 -1.586252 0.7 1.2 0.5 0.2270
H -1.160199 2.218379 -0.849932 -0.6 -1.7 0.1 0.2122
H -0.550992 1.613359 -2.281157 -0.1 -0.9 0.3 0.2127
H -0.519918 -1.064603 3.618553 0.1 -1.3 -0.1 0.2206
H -0.726452 -2.810803 2.713974 0.2 1.8 0.7 0.2382
H -1.663040 -1.271383 2.319033 1.3 -0.7 0.0 0.2373
H -0.767682 0.717196 1.347232 0.3 0.8 0.4 0.3817
```
Forces are in eV/Å.

Molecular formula: C5H13NS
Method: DFT, ωB97M-V/def2-TZVPD

Values from the calculation:
- total charge = +1
- ΔE to the lowest compared entry with this formula, charge and spin (eV) = 2.077
- LUMO (alpha / beta) (Ha) = -0.09909 / -0.27995
- maximum force (eV/Å) = 4.0
- <S²> = 0.756
- 2S+1 = 2

Structure (XYZ):
```
20
Properties=species:S:1:pos:R:3:forces:R:3:mulliken_spin:R:1
C -1.353101 -1.450419 1.489383 -2.4 0.2 -1.2 -0.0169
N -1.274778 -0.494324 0.298024 2.7 -0.2 2.4 0.7485
C -0.113432 0.487935 0.363135 -2.4 1.1 -0.6 -0.0213
C 0.665080 0.574973 -0.956486 -0.5 -0.9 -0.6 0.0249
C 1.728782 -0.616166 -1.015219 -0.1 4.0 0.1 0.0092
S 1.322051 -1.858774 -2.165657 -0.5 -1.4 -1.2 0.0536
C -0.489068 2.051128 0.848469 -1.9 -1.8 -1.5 0.1382
H -0.826813 -0.984323 2.313774 0.7 -0.5 -0.1 0.0030
H -1.075261 -2.518652 1.094138 -0.4 2.1 1.1 0.0284
H -2.443658 -1.416287 1.909666 1.6 -0.5 -1.2 0.0380
H -1.457926 -0.966304 -0.575320 -0.4 0.3 -0.7 -0.0252
H 0.408529 0.130898 1.238812 0.6 -0.1 -0.1 0.0267
H 1.269251 1.505031 -0.869437 -0.8 -0.4 -0.5 0.0015
H -0.029347 0.538649 -1.927348 1.5 0.5 2.3 -0.0032
H 1.911161 -0.891068 0.046965 0.1 -0.7 -1.1 -0.0032
H 2.553488 0.052493 -1.324955 0.5 -1.3 0.0 0.0064
H 1.150120 -1.197313 -3.399397 0.4 -0.1 1.6 -0.0004
H -0.695116 2.688788 -0.027917 1.3 -0.2 0.0 0.0027
H 0.318542 2.355255 1.535913 -1.0 0.1 -0.3 -0.0022
H -1.568500 2.008471 1.123466 1.1 0.0 1.4 -0.0088
```
Forces are in eV/Å.

Molecular formula: C5H13NS2
Method: DFT, ωB97M-V/def2-TZVPD

Values from the calculation:
- ΔE to the lowest compared entry with this formula, charge and spin (eV) = 4.809
- LUMO (Ha) = -0.13059
- maximum force (eV/Å) = 4.3

Structure (XYZ):
```
21
Properties=species:S:1:pos:R:3:forces:R:3:nbo_charge:R:1
S -2.730861 -0.594801 -0.738683 0.9 0.0 -0.8 -0.2628
S 1.343558 0.081276 -1.726099 -0.9 -0.4 -0.7 0.1412
C -0.280452 0.679388 -1.644003 3.0 3.0 -1.1 -0.5770
C -0.436842 1.839184 -0.654511 -0.9 -2.0 -1.4 -0.4389
C -0.433504 1.179861 0.719353 0.7 1.8 1.1 -0.2360
N 0.685786 0.350268 1.132580 1.0 -0.9 -0.7 -0.6409
C 0.435167 -1.114803 1.087139 -0.3 0.8 0.4 -0.2173
C 1.740490 -1.875757 1.215109 -0.5 0.2 0.5 -0.6182
H -3.079604 -0.276351 -1.994951 -0.1 -0.1 0.0 0.1215
H -0.922400 -0.239089 -1.391054 -1.9 -1.4 0.6 0.2673
H -0.609169 1.060564 -2.616536 -0.4 -1.0 -0.2 0.2617
H -1.446998 2.187457 -0.875855 -0.1 0.4 0.5 0.2176
H 0.247878 2.593108 -1.041097 0.3 0.1 1.0 0.2278
H -0.533198 1.996988 1.446743 -0.3 -0.3 0.1 0.1942
H -1.326169 0.581846 0.691633 -0.3 0.0 0.6 0.2082
H 1.491084 0.445590 0.495881 -0.5 0.6 0.6 0.3693
H -0.117311 -1.407714 0.191762 0.0 -0.2 -0.2 0.1573
H -0.218455 -1.325752 1.935893 0.0 -0.3 0.0 0.1915
H 2.489070 -1.509953 0.529940 0.2 0.1 -0.4 0.2036
H 2.119133 -1.723107 2.224011 0.2 -0.2 0.0 0.2144
H 1.582791 -2.928210 1.012735 0.0 -0.2 0.1 0.2155
```
Forces are in eV/Å.